1.
72
Properties=species:S:1:pos:R:3:forces:R:3 method="wB97M-V/def2-TZVPD" charge=+2 s2=3.789 fmax_ev_per_a=0.295 e_above_lowest_kj_mol=86.7 multiplicity=4
Tc -0.276 -2.382 0.080 0.081 0.282 0.029
S -1.606 -2.135 1.916 -0.155 -0.072 0.016
C -2.567 -3.618 2.026 -0.051 0.100 0.082
C -2.681 -4.198 3.291 -0.007 -0.005 -0.017
C -3.493 -5.297 3.503 0.005 0.027 0.005
C -4.200 -5.844 2.441 0.031 -0.026 0.005
C -4.075 -5.297 1.177 0.043 -0.010 -0.013
C -3.267 -4.179 0.957 -0.036 -0.031 0.016
S -3.342 -3.586 -0.705 -0.129 0.056 -0.005
H -2.137 -3.755 4.116 0.014 -0.008 0.006
H -3.582 -5.716 4.496 0.005 -0.003 -0.005
H -4.844 -6.700 2.593 -0.002 0.012 -0.001
H -4.627 -5.724 0.348 0.012 0.004 -0.002
C 4.639 3.632 -0.367 0.008 0.008 0.015
C 3.990 2.996 -1.583 -0.036 -0.033 -0.058
N 2.853 2.124 -1.222 0.000 0.049 0.032
C 3.042 0.808 -1.184 -0.008 -0.043 0.020
C 2.090 -0.113 -0.801 0.055 0.107 -0.039
C 2.523 -1.553 -0.837 -0.007 -0.078 -0.028
O 3.666 -1.829 -1.098 -0.002 0.026 -0.011
O 1.595 -2.445 -0.583 -0.031 -0.026 -0.043
C 0.831 0.353 -0.400 -0.080 -0.065 0.044
O -0.126 -0.378 0.035 0.046 0.056 0.051
C 0.597 1.780 -0.468 0.008 -0.002 -0.003
C -0.660 2.300 -0.128 0.026 0.009 0.009
C -0.867 3.644 -0.180 0.032 0.016 0.019
F -2.057 4.139 0.202 -0.009 -0.011 0.005
C 0.133 4.547 -0.595 -0.084 -0.018 0.049
C 1.367 4.033 -0.933 0.001 -0.064 -0.019
C 1.618 2.654 -0.866 0.020 0.012 -0.033
N -0.082 5.942 -0.671 0.099 0.026 -0.100
C -1.409 6.468 -0.937 -0.042 -0.017 -0.012
C -1.285 7.830 -1.594 0.023 0.051 0.005
N -0.497 8.743 -0.689 -0.013 -0.020 0.023
C 0.858 8.167 -0.369 -0.039 0.042 -0.034
C 0.671 6.789 0.237 -0.030 -0.004 0.094
H 5.459 4.275 -0.685 0.004 -0.006 -0.001
H 5.046 2.869 0.296 0.001 -0.006 -0.003
H 3.935 4.234 0.207 -0.008 0.003 -0.003
H 4.701 2.365 -2.110 0.006 0.009 0.001
H 3.638 3.732 -2.305 0.007 0.008 0.022
H 4.020 0.440 -1.468 -0.006 -0.015 -0.001
H -1.450 1.635 0.195 -0.005 -0.010 0.002
H 2.129 4.716 -1.281 -0.004 0.010 0.002
H -2.019 6.553 -0.027 0.002 0.008 -0.003
H -1.944 5.815 -1.623 0.010 0.001 0.008
H -2.257 8.290 -1.761 -0.008 -0.018 -0.003
H -0.735 7.775 -2.532 -0.011 -0.009 -0.002
H -1.017 8.881 0.182 -0.001 0.005 -0.003
H -0.398 9.666 -1.115 0.011 -0.008 -0.019
H 1.361 8.852 0.310 0.000 -0.015 0.013
H 1.398 8.116 -1.313 0.020 -0.005 0.018
H 0.162 6.884 1.210 0.016 -0.006 0.001
H 1.652 6.363 0.434 0.000 -0.005 -0.032
N -2.045 -1.566 -1.872 0.027 -0.126 0.062
C -2.066 -2.402 -0.932 0.131 -0.129 -0.025
H -2.893 -1.560 -2.444 0.056 0.069 -0.046
C -0.737 -7.458 1.745 0.018 -0.041 0.000
C 0.021 -7.032 0.479 -0.090 0.070 0.009
C 1.514 -7.369 0.591 0.034 0.038 -0.013
C -0.597 -7.655 -0.781 -0.014 -0.059 0.026
C -0.113 -5.576 0.357 0.157 -0.079 0.030
N -0.200 -4.438 0.267 -0.058 -0.057 -0.117
H -0.612 -8.534 1.869 -0.013 0.012 -0.001
H -1.800 -7.236 1.663 -0.046 0.019 0.001
H -0.344 -6.960 2.631 0.015 -0.013 -0.005
H 1.611 -8.450 0.678 -0.006 -0.002 -0.004
H 1.959 -6.912 1.474 0.003 0.002 -0.003
H 2.062 -7.042 -0.292 0.009 0.002 0.002
H -0.505 -8.738 -0.700 -0.011 0.001 -0.011
H -0.077 -7.332 -1.681 0.005 0.002 -0.002
H -1.654 -7.404 -0.870 -0.001 0.005 -0.001

=====

2.
60
Properties=species:S:1:pos:R:3:forces:R:3 method="wB97M-V/def2-TZVPD" charge=+2 s2=2.014 fmax_ev_per_a=0.856 e_above_lowest_kj_mol=9.6 multiplicity=3
V 0.449 -0.027 1.101 -0.278 0.178 0.790
C 3.644 -2.573 -0.536 -0.011 0.007 0.126
C 2.730 -2.070 0.385 0.056 0.033 -0.069
N 1.649 -1.414 -0.021 -0.124 0.042 -0.121
C 1.484 -1.224 -1.348 -0.075 -0.096 -0.015
C 2.425 -1.714 -2.241 0.012 0.077 -0.002
N 3.496 -2.386 -1.837 -0.009 0.007 -0.039
C 0.204 -0.584 -1.738 -0.069 -0.121 -0.016
C -0.322 -0.522 -3.012 0.010 0.071 0.036
C -1.647 -0.106 -3.183 0.010 -0.016 0.028
C -2.420 0.144 -2.041 0.004 0.063 0.044
C -1.826 0.082 -0.797 0.053 -0.162 -0.136
N -0.525 -0.206 -0.682 0.195 0.025 0.131
C -2.514 0.101 0.512 -0.023 -0.006 0.018
C -3.822 0.518 0.705 -0.003 -0.049 0.022
N -4.422 0.419 1.885 -0.011 0.007 -0.036
C -3.721 -0.105 2.877 0.090 -0.052 0.056
C -2.393 -0.491 2.716 -0.025 -0.020 0.034
N -1.786 -0.385 1.541 0.113 0.144 -0.405
C -2.246 -0.008 -4.527 -0.018 0.017 -0.074
C -1.834 -0.837 -5.567 -0.059 0.014 0.042
C -2.437 -0.694 -6.808 0.045 -0.067 -0.050
N -3.382 0.203 -7.067 0.000 0.009 0.019
C -3.766 0.996 -6.074 -0.053 0.059 0.007
C -3.240 0.930 -4.792 0.061 -0.019 -0.016
H 4.511 -3.129 -0.201 0.009 -0.001 -0.018
H 2.886 -2.178 1.450 -0.003 -0.029 -0.006
H 2.322 -1.556 -3.307 -0.008 0.002 -0.003
H 0.271 -0.795 -3.871 0.013 -0.007 0.003
H -3.480 0.326 -2.141 0.000 0.014 0.009
H -4.401 0.944 -0.105 0.005 0.013 -0.004
H -4.211 -0.217 3.836 -0.025 0.006 -0.007
H -1.823 -0.892 3.543 0.006 0.020 0.002
H -1.092 -1.611 -5.427 0.009 0.001 0.017
H -2.145 -1.335 -7.631 -0.001 -0.001 0.002
H -4.531 1.726 -6.310 0.000 0.000 -0.002
H -3.580 1.630 -4.041 0.007 -0.006 0.019
N 4.403 1.691 1.105 -0.006 0.026 0.005
N 3.663 2.216 0.043 -0.014 0.055 -0.177
C 2.370 1.892 -0.189 -0.056 -0.214 0.092
O 1.723 2.291 -1.132 0.028 0.017 -0.155
O 1.818 1.098 0.741 0.119 0.177 -0.041
H 4.733 2.447 1.693 0.003 -0.013 -0.005
H 5.210 1.196 0.743 -0.014 -0.012 0.012
H 4.087 2.823 -0.645 0.017 0.011 0.045
O -0.277 1.770 2.137 -0.058 -0.104 0.080
C 0.455 1.976 3.359 0.043 0.123 0.050
C 0.801 0.645 3.963 0.002 0.015 0.086
C 1.123 0.543 5.307 -0.031 -0.017 -0.031
C 1.456 -0.695 5.828 0.001 -0.009 -0.009
C 1.440 -1.809 4.997 -0.017 0.008 -0.030
C 1.110 -1.632 3.672 -0.019 -0.058 0.031
N 0.808 -0.426 3.158 0.038 -0.115 -0.249
H -0.196 2.569 1.599 0.012 -0.023 -0.056
H -0.157 2.549 4.056 0.002 0.014 -0.030
H 1.372 2.534 3.153 0.013 -0.043 -0.022
H 1.104 1.424 5.934 0.001 0.008 0.000
H 1.713 -0.795 6.874 -0.002 0.001 0.007
H 1.672 -2.796 5.369 0.005 -0.002 0.006
H 1.060 -2.471 2.989 0.031 -0.001 0.007

=====

3.
10
Properties=species:S:1:pos:R:3:forces:R:3 method="wB97M-V/def2-TZVPD" charge=+1 fmax_ev_per_a=7.029 e_above_lowest_kj_mol=978.1
C 1.435 -0.478 -0.482 3.608 2.490 -1.414
C -0.512 0.716 0.480 2.139 3.223 0.291
N 1.393 -1.526 0.022 3.279 -4.430 1.387
N -0.492 1.825 1.107 2.840 5.455 1.915
N -1.343 -0.077 0.280 -2.100 -0.976 -0.316
O 1.784 0.518 -0.890 0.042 4.179 -1.939
O 0.159 2.848 1.195 -2.179 -3.784 -0.671
O -1.509 -1.073 -0.410 -1.887 -4.712 -3.345
H 0.485 -1.565 0.143 -6.177 -2.775 1.882
H -1.399 -1.188 -1.445 0.435 1.329 2.210

=====

4.
76
Properties=species:S:1:pos:R:3:forces:R:3 method="wB97M-V/def2-TZVPD" charge=+1 s2=2.005 fmax_ev_per_a=0.614 e_above_lowest_kj_mol=125.1 multiplicity=3
Ni -1.264 0.748 -0.319 0.000 -0.289 0.541
N 0.167 3.699 0.250 0.055 0.040 0.018
C -0.339 3.210 1.378 -0.090 -0.006 0.067
N -0.261 3.949 2.485 -0.004 0.026 -0.035
C -0.790 3.415 3.580 -0.022 -0.059 -0.022
N -0.751 4.127 4.710 -0.002 0.028 0.038
N -1.368 2.190 3.654 0.009 0.016 -0.008
C -1.407 1.551 2.510 0.012 -0.029 0.010
N -0.947 1.989 1.337 0.105 0.125 0.014
C -2.036 0.201 2.490 -0.078 -0.002 0.051
C -2.480 -0.419 3.648 0.003 0.018 -0.082
C -3.072 -1.665 3.536 0.000 0.012 0.007
C -3.207 -2.239 2.281 0.003 0.011 -0.008
C -2.733 -1.548 1.179 0.001 -0.049 0.005
N -2.157 -0.355 1.284 0.074 0.023 0.042
H 0.686 4.557 0.337 -0.003 -0.001 -0.027
H 0.387 3.042 -0.505 -0.020 -0.007 -0.014
H -0.326 5.036 4.709 0.002 -0.003 -0.007
H -1.135 3.741 5.553 0.003 -0.004 -0.007
H -2.355 0.082 4.596 0.008 0.004 0.010
H -3.427 -2.183 4.417 -0.004 -0.007 0.006
H -3.665 -3.209 2.153 -0.012 -0.008 -0.004
H -2.800 -1.958 0.179 0.007 -0.006 -0.006
C 5.968 -1.344 -0.568 0.019 0.008 -0.009
C 5.047 -2.550 -0.499 0.008 -0.031 -0.015
C 5.401 -3.448 0.675 0.007 0.035 -0.022
C 4.532 -4.691 0.665 0.035 -0.050 0.006
C 3.079 -4.313 0.638 -0.075 0.055 -0.009
C 2.121 -5.163 1.139 -0.013 0.013 -0.020
C 0.777 -4.804 1.111 -0.024 0.016 -0.012
F -0.121 -5.666 1.615 -0.005 0.010 -0.006
C 0.358 -3.612 0.597 0.068 -0.028 0.000
C 1.314 -2.723 0.090 -0.012 -0.028 -0.022
C 0.862 -1.437 -0.444 -0.008 0.018 -0.113
O -0.368 -1.191 -0.504 -0.121 0.036 -0.076
C 1.887 -0.562 -0.882 0.066 -0.008 0.054
C 3.190 -0.987 -0.861 -0.009 0.061 -0.051
N 3.611 -2.165 -0.396 0.002 -0.006 0.017
C 2.673 -3.068 0.109 -0.032 -0.025 0.008
C 1.638 0.829 -1.397 0.010 -0.128 -0.131
O 2.494 1.377 -2.079 0.047 0.016 0.100
O 0.514 1.362 -1.072 -0.083 0.104 0.012
H 6.994 -1.697 -0.475 0.002 -0.004 -0.012
H 5.774 -0.652 0.253 0.004 -0.001 0.019
H 5.900 -0.802 -1.509 -0.014 0.006 -0.004
H 5.143 -3.130 -1.423 0.023 -0.008 0.022
H 5.267 -2.888 1.606 -0.003 -0.007 0.013
H 6.454 -3.716 0.603 -0.006 0.000 -0.008
H 4.731 -5.321 1.532 0.001 0.013 0.002
H 4.767 -5.290 -0.220 0.006 -0.001 0.011
H 2.401 -6.119 1.563 0.011 -0.009 0.009
H -0.687 -3.342 0.574 -0.010 -0.002 0.003
H 3.934 -0.314 -1.259 -0.011 0.013 0.008
C -4.658 1.433 0.672 -0.044 0.042 0.035
P -3.440 1.727 -0.654 0.264 0.014 -0.238
C -4.397 1.338 -2.162 -0.078 -0.033 0.005
C -3.312 3.540 -0.632 -0.009 0.042 -0.008
H -5.550 2.039 0.502 -0.002 -0.011 -0.003
H -4.243 1.698 1.645 0.010 0.017 0.001
H -4.950 0.383 0.697 0.019 -0.011 -0.001
H -4.694 2.258 -2.664 -0.001 0.002 0.005
H -5.297 0.782 -1.898 0.007 -0.015 0.002
H -3.791 0.757 -2.849 0.017 0.007 -0.005
H -4.283 4.004 -0.814 -0.001 -0.020 -0.004
H -2.603 3.853 -1.395 -0.006 0.002 -0.008
H -2.944 3.868 0.341 0.009 0.004 -0.002
C -1.258 3.332 -4.909 0.057 -0.089 -0.003
S -0.462 2.438 -3.564 0.131 0.231 -0.133
C 0.231 1.105 -4.536 -0.007 -0.024 0.035
O -1.599 1.833 -2.792 -0.298 -0.086 -0.032
H -0.515 3.618 -5.651 0.035 0.005 0.013
H -1.706 4.227 -4.483 -0.023 -0.008 0.015
H -2.026 2.700 -5.353 0.003 -0.024 0.002
H 1.025 1.499 -5.169 0.011 0.018 -0.001
H -0.555 0.636 -5.126 -0.025 0.016 0.006
H 0.657 0.397 -3.828 0.002 0.017 -0.041

=====

Which value of charge does entry 1 give?
+2

=====

What is the charge in the second record?
+2